The following is a DFT calculation (ωB97M-V/def2-TZVPD) of 8 unconnected molecules or ions with the total composition C23H56Cl3N7O9 at a distorted geometry.

Summary:
E_HOMO = -8.37 eV
Energy = -3350.97334 hartree
LUMO = 0.032 eV
SMILES = COCCNCCOC.COCCNCCOC.ClC(Cl)Cl.CC(N)=O.CC(N)=O.CC(N)=O.CC(N)=O.CC(N)=O
Energy above the lowest of the compared OMol25 structures with the same formula, charge and spin = 0.0 kcal/mol
2S+1 = 1
Frontier orbital gap = 8.4 eV

CARTESIAN COORDINATES (ANGSTROEM)
C: -1.428 7.048 -4.764
O: -0.396 6.640 -3.902
C: -0.673 5.411 -3.252
C: 0.499 5.126 -2.336
N: 1.713 4.701 -3.032
C: 2.725 4.107 -2.169
C: 3.329 5.063 -1.171
O: 4.054 6.089 -1.801
C: 5.435 5.841 -1.858
H: -2.225 6.302 -4.822
H: -1.031 7.253 -5.756
H: -1.893 7.955 -4.359
H: -0.765 4.613 -4.001
H: -1.604 5.517 -2.681
H: 0.334 4.502 -1.462
H: 0.611 6.157 -1.934
H: 2.082 5.536 -3.473
H: 3.541 3.804 -2.837
H: 2.373 3.154 -1.772
H: 4.009 4.505 -0.506
H: 2.569 5.486 -0.508
H: 5.877 5.809 -0.854
H: 5.893 6.625 -2.456
H: 5.666 4.873 -2.322
C: 0.048 -7.123 5.465
O: -0.050 -6.268 4.364
C: -0.992 -6.714 3.404
C: -0.675 -6.010 2.083
N: -1.809 -5.855 1.215
C: -2.948 -5.131 1.772
C: -2.632 -3.862 2.550
O: -2.339 -2.831 1.617
C: -2.163 -1.582 2.232
H: -0.927 -7.313 5.927
H: 0.715 -6.688 6.211
H: 0.526 -8.081 5.209
H: -2.005 -6.497 3.759
H: -0.882 -7.797 3.272
H: 0.078 -6.620 1.582
H: -0.151 -5.081 2.362
H: -1.493 -5.410 0.362
H: -3.503 -5.806 2.428
H: -3.645 -4.841 0.986
H: -1.855 -3.957 3.313
H: -3.568 -3.572 3.059
H: -2.255 -0.818 1.464
H: -1.237 -1.503 2.812
H: -3.001 -1.401 2.925
Cl: -1.502 3.034 -0.328
C: -0.508 1.630 -0.655
Cl: -1.478 0.231 -1.134
Cl: 0.502 1.226 0.736
H: 0.110 1.865 -1.514
C: 0.647 -2.716 0.046
C: 0.516 -3.820 -0.955
N: 0.999 -5.042 -0.567
O: -0.066 -3.678 -2.013
H: 1.629 -2.623 0.519
H: -0.054 -2.867 0.872
H: 0.415 -1.758 -0.407
H: 0.876 -5.766 -1.254
H: 1.659 -5.107 0.185
C: 3.386 0.047 6.001
C: 2.980 0.281 4.565
N: 1.786 0.925 4.396
O: 3.641 -0.116 3.627
H: 2.571 0.266 6.686
H: 4.292 0.610 6.213
H: 3.646 -1.004 6.134
H: 1.196 1.062 5.195
H: 1.594 1.397 3.530
C: -3.347 2.554 -3.177
C: -4.120 3.134 -4.341
N: -5.423 2.772 -4.430
O: -3.595 3.868 -5.158
H: -2.297 2.503 -3.438
H: -3.794 1.641 -2.789
H: -3.514 3.293 -2.386
H: -5.910 2.208 -3.755
H: -5.970 3.130 -5.194
C: -4.994 -2.163 -1.041
C: -4.958 -1.272 -2.275
N: -3.734 -1.116 -2.859
O: -5.950 -0.787 -2.784
H: -5.540 -1.713 -0.224
H: -3.963 -2.416 -0.780
H: -5.369 -3.114 -1.428
H: -3.707 -0.403 -3.569
H: -2.880 -1.471 -2.476
C: 6.171 -0.263 0.881
C: 4.982 0.248 0.096
N: 3.784 0.066 0.721
O: 5.101 0.775 -0.996
H: 7.041 -0.167 0.233
H: 6.100 -1.331 1.101
H: 6.326 0.255 1.825
H: 3.806 -0.174 1.706
H: 2.980 0.510 0.313

The following is a DFT calculation (ωB97M-V/def2-TZVPD) of a molecular structure, C20H18N6OPt at a distorted geometry.

Summary:
E_HOMO = -21.54 eV
Energy = -1294.44845 hartree
Total charge = +4
LUMO = -16.723 eV
2S+1 = 1
Frontier orbital gap = 4.8 eV

CARTESIAN COORDINATES (ANGSTROEM)
Pt: 0.119 -0.066 0.379
C: -2.404 0.535 3.843
C: -2.880 -0.737 4.103
C: -2.520 -1.784 3.253
C: -1.706 -1.536 2.177
N: -1.232 -0.280 1.940
C: -1.575 0.737 2.754
C: -1.266 -2.514 1.202
C: -1.629 -3.844 1.153
C: -1.139 -4.645 0.133
C: -0.256 -4.110 -0.807
C: 0.105 -2.791 -0.701
N: -0.416 -2.004 0.278
C: 1.101 -2.095 -1.502
C: 1.770 -2.589 -2.601
C: 2.776 -1.830 -3.189
C: 3.126 -0.608 -2.623
C: 2.419 -0.144 -1.537
N: 1.398 -0.862 -1.012
H: -2.659 1.376 4.474
H: -3.522 -0.922 4.956
H: -2.879 -2.786 3.449
H: -1.188 1.716 2.543
H: -2.283 -4.262 1.907
H: -1.432 -5.687 0.072
H: 0.146 -4.732 -1.595
H: 1.525 -3.568 -2.991
H: 3.302 -2.206 -4.059
H: 3.953 -0.024 -3.006
H: 2.698 0.775 -1.043
C: 1.026 4.514 1.427
N: 0.716 3.720 0.198
C: 0.637 4.295 -1.063
C: 0.298 3.585 -2.163
C: -0.003 2.199 -2.057
N: 0.162 1.675 -0.793
C: 0.489 2.439 0.255
O: 0.478 1.664 1.331
N: -0.410 1.464 -3.062
H: 1.543 5.421 1.127
H: 1.651 3.925 2.094
H: 0.098 4.776 1.931
H: 0.845 5.358 -1.112
H: 0.256 4.068 -3.130
H: -0.544 1.881 -3.979
H: -0.696 0.502 -2.954

The following is a DFT calculation (ωB97M-V/def2-TZVPD) of C6H15N2 in the gas phase at a distorted geometry.

Summary:
E_HOMO (spin up / spin down) = -3.41 / -9.54 eV
Energy = -346.95504 hartree
<S²> = 0.7506
LUMO (spin up / spin down) = 0.909 / 0.736 eV
Energy above the lowest of the compared OMol25 structures with the same formula, charge and spin = 62.3 kcal/mol
2S+1 = 2
Frontier orbital gap (spin up / spin down) = 4.3 / 10.3 eV

CARTESIAN COORDINATES (ANGSTROEM)
C: 0.246 0.588 1.327
N: 0.450 0.946 -0.090
C: -0.518 0.389 -1.057
C: -1.021 -1.013 -0.725
C: -1.414 -1.684 -2.031
C: -2.681 -1.801 -2.405
C: 1.360 1.181 2.133
N: 2.693 0.747 1.631
H: -0.708 0.996 1.703
H: 0.093 -0.480 1.328
H: 0.406 1.958 -0.118
H: -1.353 1.087 -1.124
H: 0.031 0.287 -1.997
H: -0.318 -1.690 -0.241
H: -1.966 -0.984 -0.180
H: -0.604 -1.931 -2.721
H: -3.001 -2.343 -3.284
H: -3.461 -1.387 -1.781
H: 1.369 0.977 3.202
H: 1.350 2.261 2.052
H: 3.421 1.518 1.604
H: 2.574 0.483 0.653
H: 3.053 -0.106 2.121

The following is a DFT calculation (ωB97M-V/def2-TZVPD) of a molecular structure, C12H48AgN24O12 at a distorted geometry.

Summary:
E_HOMO = -11.05 eV
Energy = -2850.41210 hartree
Total charge = +1
LUMO = -1.453 eV
2S+1 = 1
Frontier orbital gap = 9.6 eV

CARTESIAN COORDINATES (ANGSTROEM)
Ag: 0.983 0.303 0.919
C: -0.131 3.904 -2.588
O: 0.052 4.777 -1.700
N: -0.837 2.767 -2.423
N: 0.336 4.124 -3.860
H: -1.116 2.126 -3.141
H: -1.402 2.796 -1.566
H: 0.896 5.013 -4.053
H: 0.190 3.550 -4.659
C: -3.641 -4.549 -0.439
O: -3.882 -4.002 0.597
N: -4.599 -5.081 -1.260
N: -2.367 -4.547 -0.980
H: -4.427 -5.740 -2.023
H: -5.417 -5.374 -0.777
H: -1.674 -4.162 -0.382
H: -2.056 -5.171 -1.749
C: 2.087 3.525 0.942
O: 1.154 2.762 0.933
N: 3.096 3.250 1.824
N: 2.179 4.646 0.260
H: 4.027 3.798 1.832
H: 3.081 2.456 2.475
H: 1.434 4.830 -0.397
H: 3.059 5.051 0.160
C: 1.779 -2.566 2.325
O: 0.936 -1.787 1.792
N: 2.818 -2.124 3.084
N: 1.798 -3.870 1.995
H: 3.235 -2.819 3.666
H: 2.925 -1.133 3.314
H: 2.411 -4.566 2.449
H: 1.241 -4.221 1.260
C: 1.670 0.004 -3.343
O: 2.439 -0.927 -3.644
N: 2.003 1.006 -2.519
N: 0.543 0.173 -4.030
H: 2.702 0.759 -1.809
H: 1.339 1.732 -2.230
H: -0.363 0.383 -3.640
H: 0.257 -0.635 -4.537
C: 1.711 1.057 4.484
O: 2.631 0.622 3.740
N: 1.751 0.913 5.880
N: 0.660 1.788 4.057
H: 0.948 1.012 6.544
H: 2.584 0.420 6.138
H: 0.544 1.910 3.066
H: -0.067 2.089 4.688
C: -2.155 2.371 1.668
O: -1.652 1.237 1.792
N: -1.551 3.303 0.903
N: -3.321 2.702 2.280
H: -0.630 3.038 0.651
H: -1.722 4.289 1.025
H: -3.485 2.184 3.081
H: -3.634 3.680 2.281
C: -2.382 0.950 -5.717
O: -2.186 0.876 -4.547
N: -1.641 1.785 -6.495
N: -3.492 0.409 -6.335
H: -1.669 1.683 -7.483
H: -0.669 1.941 -6.161
H: -4.213 0.162 -5.694
H: -3.857 0.778 -7.171
C: -3.174 0.430 5.382
O: -3.279 1.629 5.180
N: -2.340 -0.381 4.705
N: -3.917 -0.187 6.330
H: -1.903 0.019 3.902
H: -2.474 -1.364 4.762
H: -3.894 -1.162 6.604
H: -4.344 0.422 7.026
C: 0.981 -3.567 -1.510
O: 0.312 -3.779 -0.496
N: 0.775 -4.158 -2.729
N: 2.038 -2.639 -1.527
H: 0.209 -5.010 -2.809
H: 1.549 -4.252 -3.230
H: 1.910 -1.920 -0.812
H: 2.321 -2.452 -2.439
C: -1.578 -1.121 -0.643
O: -0.555 -0.637 -1.008
N: -2.728 -0.961 -1.420
N: -1.682 -1.836 0.505
H: -2.737 -0.230 -2.028
H: -3.585 -1.278 -1.079
H: -0.914 -1.790 1.126
H: -2.608 -2.128 0.954
C: 4.620 -0.249 0.093
O: 3.418 0.019 0.127
N: 5.208 -0.396 -1.094
N: 5.315 -0.327 1.213
H: 6.104 -0.829 -1.094
H: 4.617 -0.463 -1.918
H: 6.266 -0.626 1.134
H: 4.807 -0.438 2.039

The following is a DFT calculation (ωB97M-V/def2-TZVPD) of C3H5NO in the gas phase at a distorted geometry.

Summary:
E_HOMO = -10.58 eV
Energy = -247.26241 hartree
LUMO = 0.791 eV
SMILES = COCC#N
Energy above the lowest of the compared OMol25 structures with the same formula, charge and spin = 28.1 kcal/mol
2S+1 = 1
Frontier orbital gap = 11.4 eV

CARTESIAN COORDINATES (ANGSTROEM)
C: 1.219 0.440 0.384
O: 0.166 0.978 -0.390
C: -1.021 0.236 -0.422
C: -0.875 -1.224 -0.232
N: -0.801 -2.361 -0.034
H: 1.932 1.250 0.548
H: 1.712 -0.374 -0.159
H: 0.874 0.061 1.355
H: -1.479 0.410 -1.399
H: -1.725 0.585 0.348

The following is a DFT calculation (ωB97M-V/def2-TZVPD) of a gas-phase ion, C2H4O3PS (charge -1) at a distorted geometry.

Summary:
E_HOMO = -5.01 eV
Energy = -1043.88225 hartree
Total charge = -1
LUMO = 3.676 eV
SMILES = [H]/P=C(/C)S(=O)(=O)[O-]
Energy above the lowest of the compared OMol25 structures with the same formula, charge and spin = 75.5 kcal/mol
2S+1 = 1
Frontier orbital gap = 8.7 eV

CARTESIAN COORDINATES (ANGSTROEM)
H: 0.623 2.522 -0.285
P: -0.575 2.134 0.075
C: -0.352 0.443 -0.073
C: -1.370 -0.684 0.027
S: 1.350 -0.331 0.017
O: 1.159 -1.312 1.091
O: 1.492 -0.951 -1.304
O: 2.331 0.711 0.301
H: -2.158 -0.353 0.638
H: -0.727 -1.387 0.504
H: -1.774 -0.792 -0.991

The following is a DFT calculation (ωB97M-V/def2-TZVPD) of a molecular structure, C23H38B2F4N6O4SScSi.

Summary:
E_HOMO = -3.78 eV
Energy = -3426.77204 hartree
Total charge = -1
LUMO = 2.430 eV
Energy above the lowest of the compared OMol25 structures with the same formula, charge and spin = 9.3 kcal/mol
2S+1 = 1
Frontier orbital gap = 6.2 eV

CARTESIAN COORDINATES (ANGSTROEM)
Sc: -0.192 -0.054 0.017
C: 3.112 -0.586 3.210
C: 2.163 -0.729 2.067
N: 1.319 0.179 1.731
O: 1.330 1.318 2.477
B: 0.546 2.331 1.742
F: 0.369 3.424 2.553
F: -0.733 1.708 1.407
O: 1.180 2.724 0.487
N: 0.758 1.922 -0.580
C: 0.933 2.485 -1.742
C: 1.625 3.826 -1.793
C: 0.485 0.408 -3.056
N: 0.602 -0.379 -2.016
O: 0.859 -1.710 -2.380
B: 0.160 -2.670 -1.534
F: -0.142 -3.806 -2.240
F: -1.008 -2.006 -0.992
O: 0.955 -3.066 -0.339
N: 1.150 -1.939 0.383
C: 2.069 -1.962 1.279
C: 2.929 -3.148 1.572
C: 0.489 -0.222 -4.426
H: 3.320 0.466 3.388
H: 4.040 -1.121 3.013
H: 2.670 -1.002 4.119
H: 0.934 4.661 -1.653
H: 2.140 3.949 -2.738
H: 2.349 3.874 -0.983
H: 2.680 -3.957 0.893
H: 2.781 -3.483 2.601
H: 3.984 -2.895 1.454
H: 0.377 0.526 -5.205
H: -0.295 -0.976 -4.508
H: 1.434 -0.748 -4.560
C: -2.721 5.085 -1.784
C: -2.057 4.210 -0.728
N: -2.135 2.798 -1.046
C: -3.033 1.917 -0.619
S: -2.765 0.252 -0.897
N: -4.115 2.371 0.028
C: -5.175 1.525 0.556
C: -6.245 1.213 -0.480
H: -2.611 6.141 -1.529
H: -3.787 4.862 -1.873
H: -2.263 4.910 -2.759
H: -2.475 4.377 0.268
H: -0.997 4.448 -0.640
H: -1.375 2.404 -1.585
H: -4.238 3.367 0.098
H: -5.602 2.042 1.416
H: -4.717 0.605 0.914
H: -6.711 2.127 -0.853
H: -7.021 0.585 -0.042
H: -5.803 0.679 -1.321
C: -2.506 -2.829 1.646
Si: -1.390 -1.374 2.161
C: -2.535 -0.186 3.130
C: -0.327 -2.109 3.574
H: -2.987 -3.298 2.512
H: -1.923 -3.587 1.118
H: -3.287 -2.490 0.959
H: -3.160 -0.720 3.855
H: -3.190 0.373 2.457
H: -1.934 0.551 3.670
H: -0.976 -2.567 4.329
H: 0.260 -1.332 4.071
H: 0.359 -2.884 3.219
C: 0.468 1.831 -2.937
C: -0.296 2.608 -3.944
C: -1.547 2.093 -4.341
C: -2.379 2.762 -5.221
C: -2.014 4.001 -5.733
C: -0.795 4.538 -5.350
C: 0.049 3.857 -4.482
H: -1.879 1.156 -3.907
H: -3.331 2.320 -5.489
H: -2.667 4.536 -6.411
H: -0.481 5.500 -5.741
H: 0.998 4.312 -4.249

The following is a DFT calculation (ωB97M-V/def2-TZVPD) of H6N2Si in the gas phase at a distorted geometry.

Summary:
E_HOMO = -9.46 eV
Energy = -402.53581 hartree
LUMO = 1.021 eV
SMILES = NN[SiH3]
Energy above the lowest of the compared OMol25 structures with the same formula, charge and spin = 4.3 kcal/mol
2S+1 = 1
Frontier orbital gap = 10.5 eV

CARTESIAN COORDINATES (ANGSTROEM)
N: -1.489 -0.164 0.142
N: -0.405 0.816 -0.195
Si: 1.121 -0.004 -0.027
H: -1.633 -0.380 1.139
H: -1.093 -1.047 -0.240
H: -0.772 1.354 -0.968
H: 2.246 0.818 -0.724
H: 0.890 -1.305 -0.653
H: 1.135 -0.087 1.525

The following is a DFT calculation (ωB97M-V/def2-TZVPD) of 2 unconnected molecules or ions with the total composition C5H11O2 at a distorted geometry.

Summary:
E_HOMO (spin up / spin down) = -9.92 / -9.97 eV
Energy = -347.46530 hartree
<S²> = 0.7544
LUMO (spin up / spin down) = 0.903 / -2.099 eV
Energy above the lowest of the compared OMol25 structures with the same formula, charge and spin = 33.1 kcal/mol
2S+1 = 2
Frontier orbital gap (spin up / spin down) = 10.8 / 7.9 eV

CARTESIAN COORDINATES (ANGSTROEM)
C: 0.249 1.403 0.014
O: -0.566 1.636 1.060
C: -0.512 0.435 -0.987
C: 0.503 -0.433 -1.697
C: 1.005 -1.631 -0.922
C: 2.041 -2.364 -1.275
H: 1.164 0.893 0.356
H: 0.598 2.275 -0.543
H: -1.167 -0.155 -0.353
H: -0.990 1.105 -1.694
H: 1.413 0.126 -1.942
H: 0.115 -0.809 -2.650
H: 0.284 -2.036 -0.209
H: 2.599 -2.188 -2.196
H: 2.484 -3.169 -0.709
H: -2.832 0.556 2.535
H: -1.414 0.943 2.446
O: -2.063 0.640 3.111

The following is a DFT calculation (ωB97M-V/def2-TZVPD) of 13 unconnected molecules or ions with the total composition H26O13 at a distorted geometry.

Summary:
E_HOMO = -9.67 eV
Energy = -993.50234 hartree
LUMO = -0.433 eV
Energy above the lowest of the compared OMol25 structures with the same formula, charge and spin = 170.0 kcal/mol
2S+1 = 1
Frontier orbital gap = 9.2 eV

CARTESIAN COORDINATES (ANGSTROEM)
H: -0.395 -0.392 -1.298
H: -0.862 0.259 0.029
H: -0.049 2.798 0.225
H: 0.660 3.263 1.511
H: 1.639 -0.360 -1.749
H: 1.903 -0.430 -3.223
H: -0.842 -1.496 1.695
H: -1.758 -0.808 2.896
H: -2.008 1.962 -1.246
H: -1.387 1.407 -2.591
H: -3.192 2.508 3.999
H: -3.269 2.431 2.556
H: 3.214 0.144 1.956
H: 3.488 -0.752 3.149
H: 0.565 -2.905 1.344
H: -0.609 -2.913 0.192
H: 3.702 0.713 -0.613
H: 4.329 0.687 -1.874
H: 2.119 -2.165 2.297
H: 2.920 -2.893 1.352
H: -1.407 -1.608 -1.917
H: -0.501 -2.813 -2.412
H: 0.059 -0.212 -4.066
H: -1.330 0.111 -4.637
H: -3.337 -0.411 1.481
H: -4.493 -0.546 2.414
O: -0.120 0.239 -0.628
O: 0.452 3.525 0.641
O: 1.484 0.087 -2.614
O: -1.701 -1.088 1.930
O: -1.251 2.028 -1.915
O: -3.752 2.109 3.288
O: 2.793 -0.434 2.552
O: 0.394 -2.737 0.387
O: 3.560 1.016 -1.533
O: 2.960 -2.538 2.291
O: -0.648 -1.878 -2.519
O: -0.534 0.571 -4.403
O: -3.534 -0.347 2.339

Which value of energy does entry 5 give? -247.26241 hartree